1.
ORCA calculation (ωB97M-V with the def2-TZVPD basis set) on a structure of composition C66H62BrCaN5O5P2Si at a distorted geometry.

```
143
C66H62BrCaN5O5P2Si ωB97M-V with the def2-TZVPD basis set
Ca -0.258 1.360 1.251
O -0.347 0.321 5.028
C 0.370 -0.801 5.161
C 0.779 -1.121 6.461
C 1.482 -2.281 6.727
C 1.798 -3.158 5.694
C 1.402 -2.836 4.406
C 0.698 -1.671 4.106
C 0.343 -1.447 2.626
O -0.592 -0.464 2.366
N 1.601 -1.114 1.914
N 1.730 -1.836 0.647
C 2.943 -1.579 -0.068
C 3.173 -0.595 -1.007
Br 1.668 0.567 -1.445
C 4.310 -0.238 -1.721
C 5.586 -0.892 -1.742
C 5.851 -2.190 -1.241
C 7.114 -2.763 -1.331
C 8.179 -2.088 -1.913
C 7.945 -0.805 -2.417
C 6.693 -0.226 -2.334
H -0.590 0.450 4.090
H 0.524 -0.427 7.256
H 1.775 -2.508 7.747
H 2.334 -4.080 5.892
H 1.634 -3.513 3.584
H -0.001 -2.426 2.268
H 2.415 -1.436 2.409
H 3.800 -2.078 0.366
H 4.240 0.681 -2.294
H 5.041 -2.766 -0.813
H 7.271 -3.761 -0.937
H 9.161 -2.542 -1.981
H 8.757 -0.253 -2.876
H 6.537 0.775 -2.723
C 3.436 1.666 2.432
C 2.815 2.789 1.648
C 3.511 3.968 1.452
C 2.885 4.989 0.728
C 1.630 4.802 0.213
C 0.965 3.553 0.397
N 1.584 2.585 1.141
N -0.243 3.232 -0.108
Si -1.187 4.202 -1.130
C -1.830 5.772 -0.304
C -2.724 3.237 -1.638
C -0.297 4.727 -2.714
H 3.977 0.998 1.754
H 2.663 1.084 2.920
H 4.136 2.049 3.176
H 4.504 4.097 1.863
H 3.394 5.936 0.582
H 1.125 5.593 -0.335
H -2.235 5.518 0.686
H -2.622 6.252 -0.894
H -1.029 6.507 -0.145
H -3.555 3.419 -0.943
H -2.526 2.158 -1.666
H -3.049 3.548 -2.636
H 0.263 5.662 -2.582
H -1.006 4.870 -3.537
H 0.416 3.949 -3.019
C -8.020 0.185 -2.718
C -7.084 -1.027 -2.553
C -7.896 -2.325 -2.725
C -6.018 -0.966 -3.614
C -6.404 -1.129 -4.937
C -5.500 -1.075 -5.974
C -4.179 -0.802 -5.689
C -3.742 -0.588 -4.389
P -1.971 -0.100 -4.123
C -1.858 1.195 -5.469
C -0.670 1.491 -6.145
C -0.601 2.514 -7.086
C -1.712 3.297 -7.358
C -2.884 3.064 -6.649
C -2.952 2.038 -5.717
C -1.212 -1.602 -4.915
C -1.823 -2.839 -4.670
C -1.257 -4.023 -5.112
C -0.053 -4.008 -5.808
C 0.581 -2.798 -6.031
C 0.013 -1.609 -5.579
C -4.669 -0.719 -3.320
O -4.219 -0.597 -2.004
C -5.099 -0.834 -0.927
C -4.600 -0.896 0.404
C -5.530 -1.105 1.421
C -6.884 -1.224 1.193
C -7.341 -1.176 -0.101
C -6.474 -1.007 -1.171
P -2.758 -0.707 1.027
C -2.892 -2.313 1.925
C -2.627 -2.529 3.275
C -2.666 -3.810 3.819
C -2.954 -4.903 3.016
C -3.198 -4.706 1.660
C -3.166 -3.428 1.125
C -3.303 0.692 2.110
C -3.493 1.870 1.379
C -3.923 3.037 1.985
C -4.174 3.051 3.348
C -4.002 1.887 4.084
C -3.575 0.715 3.472
H -8.487 0.181 -3.709
H -7.456 1.114 -2.605
H -8.810 0.168 -1.961
H -8.379 -2.360 -3.706
H -8.678 -2.397 -1.964
H -7.242 -3.194 -2.627
H -7.451 -1.303 -5.164
H -5.826 -1.224 -6.996
H -3.460 -0.732 -6.496
H 0.234 0.941 -5.929
H 0.338 2.701 -7.597
H -1.661 4.093 -8.092
H -3.757 3.687 -6.821
H -3.878 1.894 -5.176
H -2.743 -2.879 -4.102
H -1.750 -4.964 -4.895
H 0.398 -4.933 -6.149
H 1.537 -2.769 -6.542
H 0.570 -0.696 -5.728
H -5.164 -1.167 2.440
H -7.577 -1.355 2.018
H -8.406 -1.272 -0.289
H -2.341 -1.700 3.909
H -2.442 -3.946 4.872
H -2.971 -5.903 3.435
H -3.403 -5.556 1.018
H -3.330 -3.283 0.061
H -3.290 1.859 0.309
H -4.037 3.942 1.398
H -4.475 3.967 3.840
H -4.183 1.894 5.153
H -3.443 -0.167 4.082
N -0.347 -2.758 -0.349
C 0.607 -2.254 0.080
O -1.023 4.430 3.933
C -0.379 3.426 3.623
O -0.760 2.416 2.914
H 0.658 3.360 3.990
```

## Properties
* HOMO: -0.048 Eh
* LUMO level: 3.437 eV
* net charge: -2

=====

2.
ORCA calculation (ωB97M-V with the def2-TZVPD basis set) on a structure of composition C66H62N6OP2PtS4.

```
142
C66H62N6OP2PtS4 ωB97M-V with the def2-TZVPD basis set
Pt 0.419 -0.862 0.147
N 1.447 -3.986 -0.803
P 0.755 -3.472 -2.231
C 1.982 -2.581 -3.183
C 1.963 -1.190 -3.235
C 2.996 -0.515 -3.869
C 4.038 -1.220 -4.451
C 4.054 -2.611 -4.406
C 3.030 -3.293 -3.774
C 0.344 -4.957 -3.134
C 0.117 -6.152 -2.454
C -0.261 -7.282 -3.161
C -0.424 -7.217 -4.537
C -0.213 -6.022 -5.214
C 0.172 -4.892 -4.516
P 1.413 -3.001 0.599
C 0.350 -3.922 1.735
C 0.640 -5.257 2.016
C -0.201 -5.997 2.829
C -1.340 -5.408 3.366
C -1.635 -4.083 3.085
C -0.793 -3.344 2.267
C 3.123 -3.243 1.135
C 4.131 -2.950 0.216
C 5.462 -3.105 0.571
C 5.790 -3.553 1.842
C 4.788 -3.838 2.760
C 3.456 -3.677 2.414
H 2.244 -4.608 -0.880
H 1.143 -0.636 -2.792
H 2.979 0.566 -3.914
H 4.838 -0.691 -4.949
H 4.861 -3.160 -4.871
H 3.043 -4.376 -3.751
H 0.221 -6.195 -1.378
H -0.432 -8.213 -2.639
H -0.720 -8.100 -5.086
H -0.344 -5.977 -6.286
H 0.347 -3.963 -5.046
H 1.526 -5.725 1.602
H 0.029 -7.031 3.044
H -1.996 -5.986 4.002
H -2.523 -3.621 3.496
H -1.034 -2.310 2.043
H 3.882 -2.584 -0.775
H 6.240 -2.874 -0.144
H 6.827 -3.686 2.117
H 5.045 -4.194 3.749
H 2.679 -3.888 3.137
N 0.064 0.580 1.454
S -0.827 1.797 1.912
N -2.128 2.125 0.949
S -2.198 3.116 -0.236
N -1.407 2.852 -1.541
S -1.100 1.294 -2.005
N 0.028 0.613 -1.366
C -0.799 1.570 -3.731
C -0.761 0.431 -4.529
C -0.432 0.567 -5.866
C -0.129 1.819 -6.386
C -0.155 2.942 -5.574
C -0.497 2.826 -4.233
C -2.714 0.521 -1.972
C -3.662 0.846 -2.936
C -4.931 0.302 -2.840
C -5.247 -0.552 -1.791
C -4.297 -0.861 -0.830
C -3.024 -0.318 -0.912
C -3.939 3.164 -0.573
C -4.330 3.934 -1.662
C -5.679 4.047 -1.941
C -6.612 3.397 -1.140
C -6.202 2.632 -0.061
C -4.850 2.510 0.239
C -1.823 4.791 0.182
C -0.970 5.556 -0.594
C -0.735 6.868 -0.212
C -1.350 7.388 0.918
C -2.208 6.605 1.681
C -2.451 5.293 1.315
C 0.600 3.230 1.294
C 1.425 3.137 0.191
C 2.356 4.154 0.000
C 2.450 5.205 0.904
C 1.623 5.248 2.019
C 0.693 4.237 2.229
C -1.854 0.917 3.185
C -2.998 1.562 3.639
C -3.692 1.014 4.705
C -3.228 -0.143 5.321
C -2.066 -0.751 4.875
C -1.349 -0.212 3.811
H -0.981 -0.541 -4.105
H -0.408 -0.305 -6.505
H 0.129 1.919 -7.432
H 0.084 3.914 -5.984
H -0.528 3.692 -3.592
H -3.413 1.509 -3.754
H -5.674 0.542 -3.589
H -6.239 -0.979 -1.725
H -4.542 -1.528 -0.014
H -2.283 -0.546 -0.157
H -3.594 4.430 -2.281
H -6.006 4.642 -2.783
H -7.666 3.493 -1.360
H -6.932 2.125 0.554
H -4.508 1.910 1.068
H -0.489 5.127 -1.460
H -0.070 7.484 -0.799
H -1.163 8.413 1.206
H -2.690 7.018 2.555
H -3.129 4.677 1.892
H 1.350 2.306 -0.498
H 3.014 4.117 -0.858
H 3.181 5.986 0.747
H 1.709 6.060 2.729
H 0.048 4.251 3.100
H -3.358 2.457 3.152
H -4.596 1.491 5.059
H -3.770 -0.559 6.159
H -1.703 -1.649 5.359
H -0.423 -0.667 3.486
O 1.712 -1.292 2.870
C 2.762 -0.958 3.393
C 2.886 -0.674 4.864
C 3.278 0.819 5.013
C 2.825 1.729 3.847
C 3.755 1.772 2.621
C 3.724 0.507 1.768
N 3.884 -0.671 2.637
H 3.640 -1.329 5.309
H 1.931 -0.891 5.339
H 4.360 0.913 5.137
H 2.839 1.188 5.940
H 2.733 2.748 4.229
H 1.816 1.435 3.529
H 4.781 1.940 2.966
H 3.494 2.630 1.995
H 4.521 0.506 1.024
H 2.772 0.405 1.245
H 4.699 -0.554 3.230
S -0.815 -2.380 -1.709
```

## Properties
* HOMO (spin up / spin down): -0.424 / -0.475 Eh
* spin multiplicity: 5
* LUMO level (spin up / spin down): -4.016 / -6.205 eV
* net charge: +2

=====

- Which of these has the lowest net charge?
  C66H62BrCaN5O5P2Si